{"formula": "C30H57F3N2O4", "method": "ωB97M-V/def2-TZVPD", "elements": ["C", "C", "C", "C", "C", "C", "C", "C", "C", "C", "C", "C", "C", "C", "C", "O", "C", "F", "F", "F", "C", "O", "O", "C", "O", "H", "H", "H", "H", "H", "H", "H", "H", "H", "H", "H", "H", "H", "H", "H", "H", "H", "H", "H", "H", "H", "H", "H", "H", "H", "H", "H", "C", "C", "N", "C", "C", "C", "C", "H", "H", "H", "H", "H", "H", "H", "H", "H", "H", "H", "H", "H", "H", "H", "C", "C", "N", "C", "C", "C", "C", "H", "H", "H", "H", "H", "H", "H", "H", "H", "H", "H", "H", "H", "H", "H"], "xyz": [[-3.281, 6.395, -0.560], [-3.098, 5.162, -1.439], [-1.740, 4.505, -1.268], [-0.580, 5.405, -1.667], [0.756, 4.684, -1.882], [1.728, 4.863, -0.710], [1.303, 4.002, 0.504], [1.455, 4.770, 1.808], [0.750, 4.165, 3.040], [-0.433, 3.267, 2.708], [-1.447, 3.165, 3.870], [-2.796, 2.810, 3.358], [-3.210, 1.912, 2.461], [-2.494, 0.860, 1.695], [-2.061, -0.319, 2.570], [-1.292, 0.015, 3.682], [-1.311, -1.344, 1.706], [0.024, -1.183, 1.823], [-1.618, -1.220, 0.394], [-1.618, -2.609, 2.067], [-4.659, 2.151, 2.218], [-5.268, 1.937, 1.190], [-5.144, 2.824, 3.314], [-4.033, 3.471, 3.870], [-4.162, 4.392, 4.654], [-4.343, 6.566, -0.433], [-2.857, 6.258, 0.427], [-2.890, 7.289, -1.029], [-3.302, 5.397, -2.477], [-3.846, 4.439, -1.129], [-1.679, 4.173, -0.237], [-1.707, 3.624, -1.902], [-0.447, 6.210, -0.951], [-0.877, 5.898, -2.588], [1.240, 5.032, -2.783], [0.556, 3.619, -1.967], [2.742, 4.646, -1.018], [1.680, 5.905, -0.410], [1.926, 3.115, 0.504], [0.285, 3.706, 0.309], [1.161, 5.804, 1.706], [2.519, 4.795, 2.022], [1.439, 3.641, 3.692], [0.356, 4.984, 3.632], [-0.083, 2.271, 2.467], [-0.968, 3.663, 1.859], [-1.540, 4.171, 4.261], [-1.105, 2.483, 4.632], [-3.229, 0.437, 1.019], [-1.687, 1.241, 1.085], [-2.946, -0.799, 2.963], [-0.459, 0.402, 3.409], [0.924, -2.278, -1.212], [0.737, -1.247, -2.314], [1.982, -0.639, -2.738], [1.799, 0.551, -3.550], [1.116, 0.400, -4.915], [3.012, -1.562, -3.180], [2.676, -2.519, -4.331], [1.480, -1.855, -0.375], [-0.046, -2.604, -0.843], [1.452, -3.166, -1.566], [0.091, -0.453, -1.927], [0.188, -1.713, -3.148], [2.774, 1.025, -3.692], [1.215, 1.263, -2.956], [1.766, -0.078, -5.646], [0.862, 1.387, -5.307], [0.190, -0.172, -4.848], [3.316, -2.163, -2.319], [3.901, -0.983, -3.441], [1.711, -3.008, -4.191], [3.433, -3.305, -4.384], [2.669, -2.017, -5.297], [0.730, -9.144, 0.997], [1.464, -7.877, 1.412], [1.825, -7.037, 0.288], [2.780, -5.996, 0.622], [2.347, -4.906, 1.612], [0.729, -6.635, -0.574], [-0.445, -5.884, 0.065], [1.295, -9.689, 0.241], [0.601, -9.796, 1.862], [-0.263, -8.931, 0.600], [2.388, -8.172, 1.918], [0.857, -7.344, 2.161], [3.108, -5.519, -0.306], [3.671, -6.487, 1.024], [1.640, -4.207, 1.168], [3.220, -4.327, 1.920], [1.900, -5.326, 2.513], [0.334, -7.530, -1.063], [1.139, -6.034, -1.389], [-0.797, -6.361, 0.981], [-1.287, -5.862, -0.631], [-0.190, -4.851, 0.293]], "forces_ev_per_angstrom": [[-0.50, -0.08, -0.48], [-0.01, -0.09, 0.69], [-0.15, 0.24, -0.47], [0.01, -0.07, -0.10], [0.21, 0.02, 0.64], [-0.66, -0.16, 0.16], [0.47, 0.81, -0.66], [0.37, -0.82, 0.49], [-0.35, 0.15, -0.18], [-0.12, -0.11, 0.88], [0.14, 0.75, -1.14], [-0.48, -0.58, 0.33], [0.41, 0.01, -0.07], [-0.52, -0.25, -0.09], [0.31, 0.37, -0.30], [-0.18, 0.02, 0.57], [-0.17, -0.42, -0.16], [-0.32, -0.09, -0.14], [0.12, -0.17, 0.40], [0.32, 0.42, -0.14], [-0.43, -0.32, -1.54], [0.61, 0.06, 2.11], [-0.06, 0.86, -0.48], [-0.56, 1.55, 1.83], [0.34, -1.98, -1.62], [-0.25, 0.16, 0.13], [0.24, 0.01, 0.22], [0.36, 0.23, 0.07], [0.05, 0.09, -0.29], [-0.23, -0.25, -0.08], [0.20, -0.14, 0.30], [0.03, -0.34, -0.05], [-0.01, 0.18, 0.25], [-0.03, 0.10, -0.31], [0.03, 0.02, -0.39], [0.07, -0.24, -0.40], [0.29, -0.06, -0.02], [0.24, 0.31, -0.01], [-0.05, -0.39, 0.18], [-0.28, -0.21, 0.18], [-0.33, 0.28, -0.27], [0.27, 0.23, 0.07], [0.26, -0.20, 0.06], [0.03, 0.26, 0.22], [0.12, -0.23, -0.44], [-0.16, 0.08, -0.37], [-0.01, 0.10, 0.56], [-0.04, -0.14, 0.42], [-0.04, 0.07, -0.41], [0.34, 0.18, -0.02], [-0.24, -0.25, 0.08], [0.27, 0.03, -0.17], [0.08, -0.13, -0.05], [-0.08, -0.14, 0.05], [0.06, 0.18, 0.00], [-0.06, 0.19, -0.02], [0.05, 0.07, -0.03], [0.14, -0.23, 0.06], [0.09, 0.01, -0.04], [0.05, 0.02, -0.01], [-0.05, -0.04, -0.03], [0.02, 0.02, 0.01], [0.03, 0.08, -0.08], [-0.04, 0.00, 0.03], [0.05, -0.08, 0.01], [-0.04, -0.07, 0.04], [-0.02, -0.06, 0.01], [0.00, 0.01, 0.02], [0.00, -0.02, 0.01], [-0.07, 0.01, 0.02], [-0.06, 0.11, -0.03], [-0.01, 0.01, 0.02], [0.00, 0.00, 0.01], [-0.08, 0.01, -0.01], [-0.04, -0.01, 0.02], [-0.12, -0.09, 0.06], [0.18, 0.10, -0.09], [0.18, 0.06, 0.08], [0.04, 0.07, -0.05], [-0.26, -0.10, -0.14], [-0.04, 0.12, -0.10], [0.01, 0.03, -0.03], [-0.01, 0.01, 0.01], [0.00, -0.01, -0.01], [0.06, 0.10, -0.02], [0.00, -0.03, 0.03], [-0.08, -0.02, -0.05], [-0.05, -0.07, 0.03], [-0.04, -0.02, 0.02], [0.01, -0.01, 0.00], [-0.02, -0.02, 0.00], [0.03, -0.04, 0.07], [0.10, 0.05, 0.07], [0.04, -0.03, 0.01], [0.01, 0.00, -0.01], [-0.02, -0.01, 0.09]], "homo_lumo_gap_ev": 7.26, "largest_force_ev_per_a": 2.6, "multiplicity": 1, "e_tot_ev": -51357.2142, "e_lumo_ev": -0.85}